No. 1
C4H6N2 | ωB97M-V with the def2-TZVPD basis set

```
! RIJCOSX wB97M-V def2-TZVPD def2/J DEFGRID3
* xyz 0 1
C -0.070 -1.182 0.865
C 0.049 -1.071 -0.574
C 0.137 1.024 -0.569
C -0.137 1.130 0.903
N -0.152 -0.147 1.584
N 0.081 -1.885 -1.496
H -0.079 -2.153 1.343
H 1.147 1.214 -0.892
H -0.633 1.330 -1.255
H 0.605 1.738 1.436
H -1.120 1.569 1.111
H 0.172 -1.567 -2.454
*
```

The molar mass is 82.1 g mol⁻¹. Its total energy is -7222.846 eV. For the energy relative to the best compared isomer or geometry (same formula, charge and spin), the calculation gives 63.3 kcal/mol.

***

No. 2
C38H38Cl3CoF6N2O9P2S2 | ωB97M-V with the def2-TZVPD basis set

```
! RIJCOSX wB97M-V def2-TZVPD def2/J DEFGRID3
* xyz -1 2
Co -0.591 -1.108 -0.163
C 0.624 5.606 -0.546
C -0.658 5.524 -0.016
C -1.262 4.289 0.182
C -0.602 3.109 -0.163
C 0.690 3.207 -0.681
C 1.301 4.440 -0.871
P -1.338 1.414 0.008
C -2.537 1.679 1.375
C -3.853 1.239 1.296
C -4.720 1.420 2.369
C -4.277 2.040 3.528
C -2.956 2.463 3.621
C -2.090 2.274 2.556
C -2.425 1.362 -1.462
C -3.306 2.350 -1.812
C -4.036 2.267 -3.016
C -3.835 1.214 -3.865
C -2.927 0.177 -3.538
C -2.679 -0.899 -4.432
C -1.793 -1.872 -4.086
C -1.139 -1.830 -2.829
C -1.350 -0.831 -1.920
C -2.240 0.225 -2.295
H 1.094 6.571 -0.692
H -1.193 6.428 0.252
H -2.251 4.253 0.621
H 1.231 2.304 -0.917
H 2.311 4.487 -1.262
H -4.203 0.733 0.403
H -5.742 1.067 2.297
H -4.950 2.170 4.367
H -2.593 2.924 4.533
H -1.052 2.582 2.647
H -3.450 3.207 -1.164
H -4.736 3.053 -3.273
H -4.367 1.157 -4.809
H -3.202 -0.925 -5.383
H -1.595 -2.699 -4.759
H -0.473 -2.648 -2.581
F -3.773 -2.602 4.104
C -3.066 -2.530 2.971
F -3.833 -2.016 2.021
F -2.681 -3.751 2.642
S -1.614 -1.402 3.264
O -1.346 -0.733 2.000
O -2.030 -0.572 4.353
N -0.459 -2.379 3.691
S 0.878 -2.575 2.874
O 2.045 -2.184 3.607
O 0.807 -2.153 1.487
C 0.964 -4.402 2.880
F 2.082 -4.787 2.263
F -0.083 -4.949 2.282
F 1.007 -4.827 4.146
C 2.865 -3.116 -4.476
C 2.177 -3.087 -3.134
O 2.114 -1.718 -2.718
P 1.557 -1.141 -1.314
O 2.786 -1.301 -0.314
C 4.144 -0.959 -0.647
C 5.015 -2.170 -0.413
O 1.770 0.419 -1.756
C 1.143 0.900 -2.973
C 2.181 1.630 -3.788
H 2.928 -4.147 -4.833
H 3.874 -2.705 -4.405
H 2.301 -2.529 -5.203
H 2.734 -3.675 -2.400
H 1.177 -3.512 -3.207
H 4.432 -0.139 0.010
H 4.202 -0.614 -1.679
H 4.843 -2.562 0.590
H 6.070 -1.903 -0.512
H 4.783 -2.959 -1.133
H 0.320 1.558 -2.705
H 0.725 0.066 -3.535
H 2.671 2.397 -3.181
H 1.712 2.113 -4.648
H 2.943 0.933 -4.143
N 1.543 1.166 1.524
C 2.046 1.670 2.719
C 3.117 2.568 2.713
C 3.587 3.110 3.900
C 3.000 2.778 5.113
C 1.921 1.899 5.117
C 1.444 1.351 3.939
H 2.180 1.175 0.743
H 1.046 0.291 1.573
H 3.580 2.833 1.767
H 4.429 3.793 3.875
H 3.376 3.194 6.039
H 1.448 1.625 6.053
H 0.606 0.661 3.959
Cl 0.559 -4.631 -0.422
C -1.126 -5.027 -0.797
Cl -1.264 -5.353 -2.556
Cl -1.561 -6.503 0.097
C -2.148 -3.889 -0.415
O -3.307 -4.231 -0.571
O -1.675 -2.822 0.041
*
```

The molar mass is 1072.1 g mol⁻¹. Its total energy is -193182.040 eV. For the energy relative to the best compared isomer or geometry (same formula, charge and spin), the calculation gives 29.1 kcal/mol.

***

No. 3
C3H5OP | ωB97M-V with the def2-TZVPD basis set

```
! RIJCOSX wB97M-V def2-TZVPD def2/J DEFGRID3
* xyz 0 1
C 0.393 -1.240 2.481
C 0.217 -0.302 1.695
P -0.051 0.984 0.569
C -0.436 0.227 -1.043
O -1.282 2.225 1.425
H 0.786 -2.044 3.036
H 1.211 1.515 0.369
H -0.330 1.030 -1.834
H 0.446 -0.258 -1.319
H -1.336 -0.288 -0.983
*
```

The molar mass is 88.0 g mol⁻¹. Its total energy is -14523.534 eV. For the energy relative to the best compared isomer or geometry (same formula, charge and spin), the calculation gives 80.6 kcal/mol. The SMILES is C#C[P@@H](C)=O.

***

No. 4
C14H19FN2O3S | ωB97M-V with the def2-TZVPD basis set

```
! RIJCOSX wB97M-V def2-TZVPD def2/J DEFGRID3
* xyz 0 1
C -0.788 -2.090 2.246
S -0.443 -1.741 0.508
O -1.283 -2.535 -0.333
O 0.969 -1.834 0.295
N -0.849 -0.130 0.261
C -0.242 0.835 1.160
C 1.203 0.468 1.531
O 1.468 0.059 2.645
N 2.105 0.767 0.589
C 3.515 0.448 0.723
C 3.906 -0.732 -0.177
C 4.360 -0.072 -1.475
C 5.153 1.137 -0.982
C 4.373 1.637 0.242
C -2.091 0.216 -0.304
C -3.241 -0.531 -0.075
C -4.437 -0.177 -0.677
C -4.521 0.936 -1.494
C -3.371 1.673 -1.705
F -3.421 2.761 -2.500
C -2.161 1.334 -1.133
H -0.057 -1.553 2.840
H -1.800 -1.782 2.475
H -0.675 -3.158 2.377
H -0.813 0.899 2.098
H -0.248 1.821 0.687
H 1.777 0.922 -0.352
H 3.663 0.221 1.780
H 3.071 -1.418 -0.298
H 4.740 -1.271 0.274
H 4.959 -0.737 -2.095
H 3.497 0.251 -2.060
H 5.261 1.907 -1.744
H 6.151 0.816 -0.681
H 5.042 1.985 1.026
H 3.720 2.468 -0.028
H -3.195 -1.409 0.546
H -5.318 -0.773 -0.496
H -5.445 1.230 -1.963
H -1.288 1.929 -1.347
*
```

The molar mass is 314.4 g mol⁻¹. Its total energy is -37501.707 eV. For the energy relative to the best compared isomer or geometry (same formula, charge and spin), the calculation gives 43.9 kcal/mol. The SMILES is CS(=O)(=O)N(CC(=O)NC1CCCC1)c1cccc(F)c1.

***

Among the records above, which one has the lowest energy relative to the best compared isomer or geometry (same formula, charge and spin)?
C38H38Cl3CoF6N2O9P2S2